Below is a structure of composition C2H7BO2 at a distorted geometry, with properties calculated with ωB97M-V/def2-TZVPD.

## Properties
Energy above the lowest of the compared OMol25 structures with the same formula, charge and spin   2.295 eV
E_HOMO   -9.6375 eV
Maximum force   5.42 eV/A
LUMO   0.532 eV
Frontier orbital gap   0.37371 Ha

Structure (ORCA input):
```
! wB97M-V def2-TZVPD RIJCOSX def2/J DEFGRID3
* xyz 0 1
B 0.86726 0.21842 0.16428
C 0.72683 -1.06346 1.05513
C -1.34251 0.96707 -0.46957
O 2.67902 0.77083 -0.00504
O 0.10776 0.95840 -0.60396
H 0.63264 -0.69617 2.05192
H 1.69966 -1.59564 1.01209
H -0.24733 -1.58799 0.75796
H -1.65406 1.96278 -0.72658
H -1.57163 0.61400 0.59001
H -1.77610 0.31688 -1.25978
H 2.58723 1.69628 -0.03098
*
```